(1)
Density functional theory data (ωB97M-V/def2-TZVPD) for one molecule with the formula C6H10S at a distorted geometry.

Its SMILES is C1CC[C@@H]2S[C@H]2C1. The energy above the lowest of the compared OMol25 structures with the same formula, charge and spin comes out at 226.07 kJ/mol.

Geometry as XYZ:
```
17
Properties=species:S:1:pos:R:3:forces:R:3:lowdin_charge:R:1
C -0.99454 0.73530 -0.32939 -0.65 0.46 -1.78 -0.2468
C -1.07003 -0.64050 0.24735 -1.71 -2.54 1.35 -0.2364
C 0.21291 -1.60225 0.07246 -1.16 1.16 0.78 -0.1540
C 1.23615 -0.58932 -0.46265 -0.29 -0.52 1.09 -0.5848
S 2.87718 -0.00465 -0.01655 0.16 -0.03 -0.09 0.8855
C 1.28264 0.60598 0.45765 -1.89 -0.36 0.27 -0.6092
C 0.20918 1.63427 0.06443 -0.01 -0.02 0.43 -0.1701
H -0.88098 0.49016 -1.43826 -0.56 0.99 1.09 0.1236
H -1.99834 1.21340 -0.12505 1.17 -0.20 -0.53 0.1270
H -1.37289 -0.64445 1.33687 0.39 0.20 -0.96 0.1137
H -1.97199 -1.15501 -0.27867 1.45 0.77 0.90 0.1295
H -0.13893 -2.29363 -0.65993 0.51 -0.81 -0.65 0.0790
H 0.32212 -2.15023 1.04224 0.65 0.65 -0.88 0.1214
H 0.95089 -0.37831 -1.48074 0.44 0.29 -0.25 0.0951
H 0.94853 0.27853 1.45036 0.79 -0.08 -0.03 0.1048
H -0.11228 2.28364 0.92223 0.73 -0.38 -0.78 0.1183
H 0.50038 2.21707 -0.80235 -0.02 0.40 0.04 0.1033
```
Positions in Å, forces in eV/Å.

(2)
Density functional theory data (ωB97M-V/def2-TZVPD) for one molecule with the formula CN4O at a distorted geometry.

Its SMILES is O=C1N=NN=N1. The energy above the lowest of the compared OMol25 structures with the same formula, charge and spin comes out at 33.13 kJ/mol.

Geometry as XYZ:
```
6
Properties=species:S:1:pos:R:3:forces:R:3:lowdin_charge:R:1
O -1.99536 -0.04569 -0.05952 -1.43 -0.47 0.02 0.2212
C -0.84923 -0.03304 0.05245 2.35 -0.99 0.09 -0.4142
N 0.23298 -1.20161 0.06078 -0.58 -0.09 -0.25 0.0918
N 1.30725 -0.66630 -0.05163 -0.16 -2.86 0.14 -0.0074
N 1.17194 0.80968 -0.05208 0.29 2.07 0.11 0.0384
N 0.02035 1.11253 0.06543 -0.47 2.34 -0.12 0.0702
```
Positions in Å, forces in eV/Å.

(3)
Density functional theory data (ωB97M-V/def2-TZVPD) for an isolated ion of composition C6H15N2 and charge +1 at a distorted geometry.

Its SMILES is CC(C)(C)[NH2+][C@@H]1CN1. Its charge is +1. The energy above the lowest of the compared OMol25 structures with the same formula, charge and spin comes out at 328.75 kJ/mol.

Geometry as XYZ:
```
23
Properties=species:S:1:pos:R:3:forces:R:3:lowdin_charge:R:1
C -1.37389 -1.08262 -0.65292 1.56 0.62 0.55 0.0046
C -0.77519 0.10340 0.12617 -2.85 -0.38 1.33 -0.5283
C -0.37283 -0.26953 1.58397 -1.14 -0.21 0.52 -0.0243
C -1.86289 1.29602 0.09441 2.19 -0.43 -1.35 0.0201
N 0.45011 0.53086 -0.53852 3.03 -1.22 -1.40 0.1374
C 1.87995 -0.46517 -0.69462 -1.88 -0.57 -0.36 -0.1659
C 2.64406 -0.91203 0.45159 -0.07 -0.94 3.00 -0.1255
N 3.09624 0.14648 -0.39709 -0.86 1.00 0.28 0.0824
H -1.29773 -2.00316 -0.12901 0.40 -0.87 0.48 0.0806
H -2.40052 -0.92511 -0.78664 -1.28 0.18 -0.76 0.0686
H -0.79261 -1.14975 -1.55737 -0.43 -0.43 -0.79 0.0823
H 0.48495 0.35177 1.82635 0.03 -0.03 0.53 0.0696
H -0.08372 -1.33352 1.55620 0.12 0.50 0.37 0.0849
H -1.16406 -0.14296 2.43414 1.21 -0.12 -1.96 0.1370
H -1.97079 1.57154 1.10572 -0.19 1.14 0.90 0.0618
H -1.54971 2.08380 -0.62063 0.21 0.10 0.91 0.0959
H -2.82383 1.06721 -0.31575 -0.50 -0.94 0.00 0.0731
H 0.80424 1.39030 -0.15034 0.26 0.56 0.15 0.1582
H 0.27234 0.65742 -1.53237 -0.18 0.49 -0.03 0.1575
H 1.70792 -1.19367 -1.49970 -0.13 0.86 0.05 0.1592
H 2.29934 -0.69119 1.48336 0.37 0.67 -0.85 0.1076
H 3.13475 -1.88953 0.57232 -0.19 0.26 -1.15 0.1346
H 3.87580 0.04438 -1.01408 0.33 -0.22 -0.42 0.1284
```
Positions in Å, forces in eV/Å.

(4)
Density functional theory data (ωB97M-V/def2-TZVPD) for C40H54BF36N3O10Si2 as an isolated structure at a distorted geometry.

The energy above the lowest of the compared OMol25 structures with the same formula, charge and spin comes out at 767.65 kJ/mol.

Geometry as XYZ:
```
146
Properties=species:S:1:pos:R:3:forces:R:3:lowdin_charge:R:1
C 0.25971 2.84056 -0.65924 -0.15 -0.10 1.44 0.0008
C 1.61383 3.59141 -0.23636 2.96 1.14 -4.41 -0.3945
O 2.45550 3.80969 -1.17000 -3.50 -0.88 4.16 0.0421
O 1.93520 4.08066 1.06780 -0.68 -1.65 -1.57 -0.0990
C 2.71958 3.14341 1.85627 0.73 -1.53 1.23 -0.1699
C 3.11278 1.76772 1.13070 -0.08 -1.16 0.74 -0.1748
C 4.01165 0.80449 2.10838 -0.18 1.59 -0.28 -0.1675
C 4.65919 -0.45405 1.35153 1.09 -0.06 0.10 -0.2136
C 4.63186 -1.84701 2.15297 0.85 -0.07 -0.95 -0.2225
Si 2.87627 -2.50062 2.59353 0.75 0.24 1.09 0.5898
C 3.03248 -4.36449 2.91612 -2.46 -2.79 0.22 -0.1503
C 1.50955 -5.13873 2.63584 -1.20 -0.94 2.85 -0.2098
C 0.86984 -5.90049 4.00343 -1.84 4.63 -1.96 0.0037
O 0.32299 -4.52494 3.36023 3.66 -1.84 -1.80 -0.2346
O 1.59193 -1.93749 1.63512 1.89 -0.94 -0.41 -0.2521
Si 1.51680 -2.36018 -0.01217 -3.82 0.16 0.61 0.5342
C -0.05206 -3.50864 -0.19423 -1.04 0.56 0.01 -0.2139
C -1.33497 -2.50117 -0.39047 0.32 -0.33 0.28 -0.2635
C -2.73477 -3.15718 0.07833 0.55 1.19 0.51 -0.1953
C -2.96369 -2.68182 1.63070 -0.31 -0.10 -0.48 -0.1938
C -3.61743 -1.18350 1.71998 0.39 -1.01 -0.81 -0.2882
N -3.21300 -0.42317 2.94461 0.20 -1.16 -0.48 -0.0364
N 1.01816 -0.85849 -0.92376 5.16 2.09 -0.88 0.0903
C 2.04028 -0.20645 -1.36755 1.28 0.29 -2.71 -0.3240
O 2.97266 0.36695 -1.98846 -5.53 -2.99 3.94 0.0743
B 2.97509 -3.32944 -0.81909 3.64 -1.54 -1.71 -0.5377
O 3.36422 -4.62722 -0.28911 0.01 2.04 0.59 0.0160
N 3.73577 -2.85741 -2.04379 -1.40 -2.34 0.31 -0.1500
C 2.81184 -2.99762 -3.25189 -0.29 -0.30 -0.86 -0.0833
C 4.90836 -3.73027 -2.35490 1.20 0.07 -0.10 -0.1252
C 2.52981 -1.73142 4.37127 -0.92 0.12 1.71 -0.3059
F 2.16743 -2.74876 5.33946 0.92 1.92 -1.71 -0.0192
F 3.70648 -1.07671 4.90939 -2.45 -1.16 -1.04 -0.0188
C 1.27716 -0.68853 4.35169 -0.20 -0.01 2.71 -0.1603
F 0.04873 -1.41738 4.60883 2.96 1.85 -1.06 -0.0021
F 1.45559 0.19086 5.50363 -0.56 -1.68 -2.59 -0.0216
H 0.47667 2.09143 -1.51676 -0.16 1.41 1.65 0.0875
H -0.12385 2.30519 0.29816 0.42 0.71 -1.81 0.0933
H -0.57684 3.55835 -1.01628 1.65 -0.93 0.72 0.1006
H 3.69426 3.63576 2.24463 -1.75 -0.47 -0.77 0.1414
H 2.05516 2.85466 2.76853 1.25 0.57 -1.39 0.1416
H 3.71485 1.87144 0.16352 -1.23 0.15 1.25 0.1205
H 2.11619 1.17969 0.98875 1.67 0.99 -0.32 0.1095
H 3.35544 0.55932 3.01343 1.14 0.04 -1.19 0.0882
H 4.86925 1.49595 2.48198 -1.38 -1.37 -0.37 0.1272
H 5.78229 -0.19269 1.19234 -1.97 -0.46 0.10 0.1071
H 4.24696 -0.65599 0.29683 0.31 0.59 1.53 0.0967
H 5.10324 -2.64677 1.44515 -0.66 1.29 1.07 0.0805
H 5.34494 -1.82645 3.07222 -1.49 -0.01 -1.40 0.1122
H 3.20421 -4.66633 4.02187 -0.07 1.06 -1.77 0.0956
H 3.80325 -4.94072 2.30388 -1.07 0.93 0.71 0.0741
H 1.34139 -5.67884 1.56751 0.24 1.56 2.73 0.1553
H -0.17561 -6.35941 3.94936 2.26 -0.61 0.10 0.1077
H 1.19539 -5.49431 5.02391 0.06 -1.31 -1.55 0.1022
H -0.27679 -4.09709 0.76302 0.60 0.78 -1.20 0.0710
H 0.05324 -4.26238 -1.05297 -0.25 1.07 1.11 0.0879
H -1.12836 -1.62973 0.35402 -0.48 -1.16 -1.59 0.0856
H -1.37325 -2.10517 -1.48226 0.12 -0.59 1.98 0.1114
H -2.69101 -4.30037 0.00654 -0.23 1.69 -0.05 0.1072
H -3.56368 -2.69486 -0.59481 1.19 -1.12 1.25 0.1089
H -3.68157 -3.42602 2.12568 1.06 1.06 -0.49 0.1015
H -1.95463 -2.69469 2.21245 -1.64 -0.09 -1.04 0.1074
H -4.76590 -1.33102 1.67174 2.00 0.59 0.05 0.1070
H -3.23001 -0.58490 0.80565 -0.95 -0.92 1.40 0.1142
H -3.26309 -1.09762 3.72890 0.05 0.68 -0.42 0.0655
H -2.20551 -0.22072 2.83504 -0.70 -0.14 0.23 0.0495
H 4.24210 -4.60454 0.15399 -0.73 -0.23 -0.68 0.0874
H 3.32047 -3.73913 -3.99003 -0.99 1.31 1.24 0.1006
H 1.81208 -3.50983 -2.95634 1.41 1.15 -0.69 0.0983
H 2.66624 -2.01431 -3.82436 -0.01 -1.36 1.05 0.0980
H 5.46718 -3.22785 -3.24311 -0.80 -1.05 1.56 0.1153
H 5.60826 -3.76712 -1.44841 -0.78 0.13 -1.36 0.0856
H 4.63218 -4.82674 -2.62359 0.37 1.84 0.39 0.1107
H 1.22657 -0.04401 3.40891 -0.29 -1.05 1.41 0.1487
C 0.65715 6.82690 2.88011 0.67 -0.69 -0.07 -0.0414
C -0.51933 7.27445 1.98923 -0.15 -0.82 0.51 -0.4303
C -0.80146 8.77702 1.96808 -0.36 0.65 -0.48 -0.2986
F -1.12995 9.25998 3.18159 0.02 -0.11 -0.12 0.0913
F -1.85466 9.04810 1.15344 0.12 -0.30 -0.10 0.0897
F -1.62722 6.57400 2.33581 0.06 0.33 -0.04 0.1272
F -0.21938 6.89028 0.71181 0.15 0.44 0.08 0.1021
O 0.32211 6.33065 4.18346 -0.73 1.37 0.41 0.0333
C 0.14852 7.29007 5.20957 1.42 -0.67 -1.17 -0.5004
C -1.28276 7.31506 5.75795 -0.78 -0.06 0.28 -0.2744
F -2.18391 7.59793 4.79189 0.31 -0.15 0.05 0.0945
F -1.41705 8.27219 6.70981 0.41 -0.08 -0.09 0.0954
F 0.56818 8.49523 4.77575 -0.26 0.00 0.54 0.1319
F 1.00288 6.93293 6.19829 -0.55 0.01 0.11 0.1414
H 1.10722 5.96399 2.37679 -0.32 0.06 0.04 0.1271
H 1.45931 7.56904 2.91898 -0.34 0.14 0.05 0.1470
H 0.06049 9.33531 1.59214 0.10 -0.15 0.01 0.1738
H -1.54940 6.35029 6.19664 0.24 -0.04 -0.04 0.1762
C -9.81628 -2.83852 -1.18027 -0.84 0.41 0.00 -0.0461
C -9.05274 -3.92344 -1.96679 -0.06 0.85 -0.54 -0.4337
C -8.05923 -4.75567 -1.15520 0.43 -0.78 0.04 -0.2991
F -7.07398 -4.00986 -0.61939 -0.11 -0.04 -0.10 0.0889
F -7.45093 -5.67313 -1.95153 -0.29 0.09 -0.15 0.0905
F -8.45111 -3.35127 -3.03785 0.11 -0.20 0.28 0.1285
F -9.98985 -4.77802 -2.47733 0.14 -0.15 0.45 0.1021
O -9.31119 -1.50014 -1.26684 1.38 -0.51 0.56 0.0365
C -8.26952 -1.15048 -0.37443 -1.81 -0.46 0.09 -0.4922
C -6.96268 -0.80966 -1.09868 0.56 0.30 -0.52 -0.2739
F -6.51849 -1.84633 -1.84392 -0.25 0.08 0.14 0.0900
F -5.97889 -0.51949 -0.21011 -0.42 0.00 0.14 0.0840
F -8.12307 -2.12186 0.54939 0.40 0.39 0.04 0.1300
F -8.70880 -0.06061 0.29865 0.46 0.01 -0.33 0.1467
H -10.80823 -2.77485 -1.63969 0.29 0.00 -0.15 0.1494
H -10.01232 -3.13329 -0.14561 0.33 -0.06 -0.11 0.1441
H -8.56326 -5.29790 -0.35023 -0.15 0.09 -0.03 0.1737
H -7.09453 0.04878 -1.76034 -0.24 -0.06 0.16 0.1450
C -6.10987 3.39701 -4.59564 0.36 0.81 0.34 -0.0440
C -6.72565 2.09031 -4.05559 -0.68 0.79 -0.12 -0.4295
C -6.41444 0.82787 -4.86029 0.08 -0.92 -0.05 -0.2925
F -6.87849 0.89124 -6.12224 0.01 0.06 0.19 0.0974
F -7.00869 -0.25404 -4.29090 0.02 0.28 0.28 0.0919
F -8.06222 2.25954 -3.90893 0.22 -0.25 -0.13 0.1305
F -6.23121 1.90980 -2.79247 0.31 -0.21 -0.26 0.0960
O -6.96068 4.23387 -5.38932 -0.24 -1.21 -0.98 0.0344
C -7.05452 3.92746 -6.76844 1.36 0.61 1.19 -0.4996
C -8.46856 3.50625 -7.18439 -0.80 -0.19 -0.20 -0.2746
F -8.88594 2.41559 -6.50480 0.21 0.27 0.05 0.0950
F -8.50708 3.18444 -8.50124 0.37 0.22 0.13 0.0974
F -6.11593 3.01612 -7.09249 -0.39 0.12 -0.41 0.1331
F -6.71228 5.06219 -7.42340 -0.52 -0.23 -0.05 0.1438
H -5.88477 4.01014 -3.71664 -0.27 -0.15 -0.07 0.1509
H -5.13910 3.23512 -5.07221 -0.25 -0.23 -0.09 0.1455
H -5.33835 0.63535 -4.89377 0.03 0.16 0.08 0.1770
H -9.18472 4.31165 -7.00340 0.21 0.12 0.05 0.1761
C 10.25850 0.19660 -1.01116 0.27 0.75 0.49 -0.0431
C 10.79767 -0.59644 -2.21886 0.49 -0.24 0.78 -0.4341
C 9.74349 -1.10018 -3.20544 -0.12 -0.23 -0.91 -0.2980
F 8.86879 -1.95410 -2.63853 0.11 0.05 0.01 0.0862
F 10.33497 -1.78089 -4.22098 0.22 0.21 0.17 0.0933
F 11.57240 -1.61369 -1.76890 -0.29 0.01 -0.19 0.1280
F 11.63746 0.23906 -2.90006 -0.49 0.03 -0.14 0.1054
O 10.09976 -0.52432 0.21836 -1.01 -1.10 -0.67 0.0353
C 8.89269 -1.24245 0.38707 0.64 1.91 -0.27 -0.5009
C 9.11362 -2.75590 0.48975 0.32 -0.75 0.04 -0.2702
F 9.71835 -3.24920 -0.61218 -0.07 0.29 0.22 0.0985
F 7.92863 -3.40861 0.61086 -0.14 0.39 0.07 0.0818
F 8.02665 -0.90034 -0.58734 -0.22 -0.48 0.36 0.1278
F 8.34998 -0.78785 1.54222 0.11 -0.55 0.01 0.1353
H 11.02087 0.94737 -0.77850 0.04 -0.32 -0.04 0.1507
H 9.36715 0.77950 -1.25905 0.00 -0.33 -0.11 0.1457
H 9.18468 -0.26908 -3.64480 0.07 0.11 0.12 0.1751
H 9.73467 -3.00187 1.35464 -0.06 0.23 0.05 0.1775
```
Positions in Å, forces in eV/Å.

Number 1: Kohn-Sham gap 9.90 eV, E_tot -17217.2803 eV, highest occupied orbital energy -8.814 eV. Number 2: Kohn-Sham gap 8.73 eV, E_tot -9041.2348 eV, highest occupied orbital energy -11.236 eV. Number 3: Kohn-Sham gap 11.83 eV, E_tot -9436.5646 eV, highest occupied orbital energy -14.617 eV. Number 4: Kohn-Sham gap 8.57 eV, E_tot -181557.5348 eV, highest occupied orbital energy -9.021 eV.